w.
Formula: C5H10
Source: the Open Molecules 2025 dataset
Level of theory: ωB97M-V/def2-TZVPD

Last column: natural (NBO) charge in e.
Atoms and positions in Å:
1 C -1.0379 0.5528 -0.2433  -0.40
2 C 0.2937 1.2487 0.0586  -0.41
3 C 1.1431 0.1282 -0.5670  -0.42
4 C 0.4840 -1.1167 0.2661  -0.40
5 C -1.0117 -0.7738 0.4910  -0.41
6 H -0.7273 0.1561 -1.2480  0.20
7 H -1.9568 1.1463 -0.1658  0.21
8 H 0.3387 2.2350 -0.4191  0.21
9 H 0.5375 1.3723 1.1200  0.19
10 H 2.2077 0.0643 -0.3831  0.21
11 H 1.0894 0.3440 -1.6602  0.20
12 H 1.0020 -1.0190 1.2296  0.20
13 H 0.6345 -2.1512 -0.0697  0.21
14 H -1.2751 -0.7077 1.5551  0.19
15 H -1.7218 -1.4792 0.0360  0.20

As for the net charge: 0. The gap between HOMO and LUMO comes out at 12.012 eV. As for the SMILES: C1CCCC1. The HOMO energy is -10.8 eV.

x.
Formula: C5H10
Source: the Open Molecules 2025 dataset
Level of theory: ωB97M-V/def2-TZVPD

Last column: natural (NBO) charge in e.
Atoms and positions in Å:
1 C 1.7725 0.1066 0.5883  -0.46
2 C 1.1584 -1.0201 0.1211  -0.41
3 C -0.9001 -0.6009 -0.6958  -0.20
4 C -1.1918 0.6953 -0.8523  -0.28
5 C -1.6868 0.0425 0.3957  -0.43
6 H 1.7068 0.3873 1.6365  0.21
7 H 2.5587 0.5904 0.0144  0.21
8 H 0.7648 1.4268 0.1189  0.05
9 H 1.4749 -1.4524 -0.8239  0.21
10 H 0.6423 -1.6850 0.8065  0.21
11 H -0.9118 -1.5208 -1.2592  0.23
12 H -1.5285 1.3983 -1.6007  0.24
13 H 0.0615 1.5307 -0.3052  0.04
14 H -1.1708 0.2772 1.3357  0.18
15 H -2.7501 -0.1761 0.5199  0.19

As for the net charge: 0. The gap between HOMO and LUMO comes out at 9.861 eV. The HOMO energy is -8.7 eV.

y.
Formula: C5H10
Source: the Open Molecules 2025 dataset
Level of theory: ωB97M-V/def2-TZVPD

Last column: natural (NBO) charge in e.
Atoms and positions in Å:
1 C -0.1315 2.0501 -0.4060  -0.64
2 C 0.3846 0.8951 0.3601  -0.22
3 C 0.0839 -0.3987 0.2161  0.03
4 C -0.8754 -0.9298 -0.8894  -0.66
5 C 0.7657 -1.4930 1.0808  -0.65
6 H -0.4335 2.9480 0.2078  0.22
7 H 0.7098 2.4521 -1.0410  0.22
8 H -1.0360 1.7759 -1.0554  0.21
9 H 1.1056 1.1437 1.0742  0.19
10 H -0.9206 -2.0413 -0.9258  0.21
11 H -1.8570 -0.6138 -0.6753  0.22
12 H -0.5802 -0.5838 -1.8893  0.22
13 H 0.6428 -2.5408 0.6655  0.22
14 H 1.8797 -1.2410 1.1621  0.22
15 H 0.2621 -1.4227 2.1155  0.22

As for the net charge: 0. The gap between HOMO and LUMO comes out at 9.857 eV. As for the SMILES: CC=C(C)C. The HOMO energy is -8.7 eV.

z.
Formula: C5H10
Source: the Open Molecules 2025 dataset
Level of theory: ωB97M-V/def2-TZVPD

Last column: natural (NBO) charge in e.
Atoms and positions in Å:
1 C -0.0902 -0.8648 1.5918  -0.47
2 C -0.0194 -0.0406 0.4080  -0.24
3 C 1.1423 0.4253 -0.4550  -0.41
4 C 0.0844 1.1456 -1.3535  -0.38
5 C -1.0779 0.4656 -0.5588  -0.41
6 H -0.1120 -2.5418 1.4154  -0.21
7 H 0.8043 -0.9245 2.2083  0.25
8 H -1.0404 -0.8911 2.1215  0.25
9 H -0.0532 -1.4716 0.5418  0.42
10 H 1.8840 1.0815 0.0283  0.20
11 H 1.6970 -0.3641 -0.9923  0.20
12 H 0.1293 0.9003 -2.4220  0.20
13 H 0.0986 2.2362 -1.2413  0.21
14 H -1.6087 -0.3041 -1.1467  0.20
15 H -1.8379 1.1484 -0.1456  0.20

As for the net charge: 0. The gap between HOMO and LUMO comes out at 7.653 eV. The HOMO energy is -6.8 eV.

Most stable pick: y. Distance to second place: 2.8 kcal/mol.